C24H24N4O2S | wB97M-V/def2-TZVPD

Output
**LUMO level**: 0.72 eV
**Structure (SMILES)**: Cc1cccc(C)c1NC(=O)CCCSc1nnc(-c2ccco2)n1-c1ccccc1
**ΔE to the lowest compared entry with this formula, charge and spin**: 19.93 kcal per mole
**HOMO level**: -8.0185 eV

```
! wB97M-V def2-TZVPD RIJCOSX def2/J DEFGRID3
* xyz 0 1
C -1.79176 -0.57976 -3.00087
C -2.52657 -0.28934 -1.73034
C -3.37024 0.81362 -1.66873
C -4.13887 1.06625 -0.55091
C -4.08440 0.20123 0.52709
C -3.23876 -0.89523 0.51662
C -2.43460 -1.11816 -0.60930
N -1.59239 -2.25395 -0.60008
C -0.28663 -2.32337 -0.94369
O 0.36460 -1.37864 -1.35110
C 0.31235 -3.71994 -0.81423
H 0.70055 -4.00328 -1.79633
C 1.45505 -3.76529 0.21118
C 2.65304 -2.92861 -0.23102
H 3.55296 -3.52751 -0.35980
H 2.44033 -2.39654 -1.15629
S 3.16267 -1.64785 0.98375
C 1.62819 -0.84958 1.20473
N 0.60090 -1.34080 1.84184
N -0.37987 -0.43856 1.79665
C 0.05404 0.61179 1.14151
N 1.34706 0.40546 0.74384
C 2.21312 1.26917 0.04392
C 2.67020 2.42734 0.65872
C 3.53369 3.26180 -0.02698
C 3.94017 2.93983 -1.31168
C 3.47863 1.78340 -1.91815
C 2.61207 0.94203 -1.24406
H 2.22015 0.04860 -1.70353
H 3.79249 1.53542 -2.92094
H 4.61733 3.59329 -1.84102
H 3.89289 4.16355 0.44553
H 2.34894 2.66435 1.66216
C -0.71805 1.78305 0.83347
C -0.57639 2.71982 -0.16099
C -1.65076 3.61950 -0.00030
C -2.35971 3.16724 1.07190
O -1.80564 2.06140 1.57894
H -3.24153 3.53890 1.55478
H -1.86332 4.48016 -0.60025
H 0.18371 2.75046 -0.91408
H 1.76041 -4.80426 0.34955
H 1.07872 -3.39578 1.16849
H -0.45553 -4.43978 -0.52822
H -1.95818 -3.02791 -0.06376
C -3.18267 -1.81736 1.69638
H -2.17191 -1.83359 2.10038
H -3.85731 -1.46972 2.47352
H -3.47812 -2.83241 1.42272
H -4.69937 0.38364 1.39589
H -4.79252 1.92569 -0.52663
H -3.43325 1.47106 -2.52377
H -1.85359 -1.64006 -3.24503
H -0.73652 -0.32982 -2.89830
H -2.21139 -0.00227 -3.82100
*
```

C16H40N5O6 | wB97M-V/def2-TZVPD

Output
**LUMO level**: -4.27 eV
**HOMO level**: -10.5424 eV

```
! wB97M-V def2-TZVPD RIJCOSX def2/J DEFGRID3
* xyz 1 1
O -0.00690 -2.53955 -3.87619
N 0.69742 -2.14061 -4.72259
O -0.05813 -1.43512 -5.66155
C 0.42310 -0.12124 -5.82075
C 1.93447 -0.03006 -6.23294
N 2.73312 0.78351 -5.29716
C 2.48280 0.41926 -3.89577
C 0.99944 0.69560 -3.50197
N 0.07555 0.76218 -4.67274
H -0.12567 0.27626 -6.68757
H 2.33804 -1.04849 -6.37223
H 1.98622 0.48796 -7.20526
H 3.71427 0.68503 -5.51905
H 2.79037 -0.62433 -3.68027
H 3.10470 1.07645 -3.26625
H 0.94322 1.58702 -2.86231
H 0.67578 -0.16742 -2.89410
H -0.90178 0.61855 -4.39692
H 0.10988 1.72154 -5.03393
C 1.62813 -4.22836 3.53780
O 1.87530 -2.92262 3.04187
C 2.78815 -2.87052 1.95402
C 2.07212 -2.59297 0.63633
N 1.27252 -3.73393 0.20419
C 0.30721 -3.44072 -0.85566
C -0.72834 -2.33139 -0.63526
O -1.73913 -2.61461 0.31042
C -1.33558 -2.47048 1.66113
H 1.15452 -4.12779 4.51308
H 0.94953 -4.78774 2.88751
H 2.55813 -4.78905 3.66110
H 3.40317 -3.77259 1.89474
H 3.45882 -2.03010 2.15372
H 2.81741 -2.36665 -0.13394
H 1.45800 -1.69819 0.79005
H 0.77090 -4.11098 0.99497
H -0.23775 -4.36926 -1.04245
H 0.86257 -3.21379 -1.76880
H -1.25652 -2.20403 -1.58602
H -0.26628 -1.35995 -0.41575
H -0.64011 -1.63823 1.79192
H -0.90751 -3.39857 2.04098
H -2.22767 -2.26841 2.25576
C -0.72262 5.07467 4.21819
O -1.02825 3.74293 4.59347
C -2.42089 3.46599 4.69384
C -2.90921 2.61879 3.52428
N -2.91787 3.37603 2.27620
C -3.05144 2.56486 1.06621
C -2.03371 1.44750 0.80439
O -0.72575 1.89399 0.46436
C 0.06495 2.33062 1.56052
H 0.32960 5.24808 4.43975
H -0.87563 5.24002 3.14741
H -1.31850 5.79411 4.78549
H -3.01041 4.38057 4.80119
H -2.55460 2.88176 5.60793
H -3.92309 2.26752 3.73677
H -2.25141 1.74484 3.46707
H -2.06756 3.91518 2.20462
H -3.00280 3.25790 0.22180
H -4.05529 2.12811 1.05702
H -2.38590 0.89801 -0.07373
H -1.99098 0.71370 1.61553
H -0.10806 1.73448 2.45804
H -0.10812 3.38838 1.75998
H 1.11406 2.22638 1.27754
*
```

C8H12O | wB97M-V/def2-TZVPD

Output
**LUMO level (spin up / spin down)**: 0.71 / 0.95 eV
**ΔE to the lowest compared entry with this formula, charge and spin**: 138.46 kcal per mole
**HOMO level (spin up / spin down)**: -7.4066 / -7.2419 eV

```
! wB97M-V def2-TZVPD RIJCOSX def2/J DEFGRID3
* xyz 0 1
C -1.13763 -1.05680 0.02543
C -0.81026 0.32106 0.24418
C 0.68359 -2.05577 -0.45208
C 0.28459 1.32713 0.22410
C -1.91279 -0.08042 -0.74813
C -0.71258 1.29710 1.37368
C 1.68209 -2.65163 0.45606
C 0.25826 2.46659 -0.76626
O -0.62806 -2.29856 -0.19859
H 0.91895 -1.25113 -1.13465
H 1.27491 0.94389 0.45411
H -2.95008 0.11128 -0.48119
H -1.69991 0.06060 -1.80851
H -1.44327 2.09681 1.42160
H -0.38330 0.92296 2.33574
H 2.67214 -2.65654 -0.00303
H 1.74976 -2.10394 1.41072
H 1.40613 -3.67813 0.71688
H 0.70273 2.17026 -1.71976
H 0.81222 3.33010 -0.38874
H -0.76749 2.78513 -0.96157
*
```

C23H32N5P2PdS | wB97M-V/def2-TZVPD

Output
**LUMO level**: -12.89 eV
**ΔE to the lowest compared entry with this formula, charge and spin**: 34.00 kcal per mole
**HOMO level**: -16.7303 eV

```
! wB97M-V def2-TZVPD RIJCOSX def2/J DEFGRID3
* xyz 3 1
Pd -1.39544 -0.30535 -0.94558
C 2.29845 -1.08794 -1.22224
P 0.91761 0.07588 -1.30528
C 1.17555 1.05428 0.24244
N 2.18015 1.86952 0.27969
C 2.46243 2.64455 1.34043
C 3.54725 3.53888 1.36772
C 3.76228 4.30756 2.47630
C 2.90596 4.21611 3.60230
C 1.85240 3.34782 3.61607
C 1.59747 2.54266 2.49053
N 0.56910 1.68303 2.42534
C 0.32227 0.95057 1.37842
P -1.18469 -0.09071 1.46360
C -2.22965 0.87805 2.56560
C -0.66602 -1.68948 2.31424
C 0.05172 -1.37905 3.62125
C -1.98326 -2.44716 2.54232
C 0.23973 -2.44524 1.34497
C 1.22443 1.18917 -2.82185
C 0.12117 2.23698 -2.91596
C 2.60212 1.84543 -2.74071
C 1.12756 0.21454 -4.01120
H 3.21478 -0.49221 -1.19519
H 2.29730 -1.73255 -2.10207
H 2.24682 -1.71916 -0.34085
H 4.19636 3.59923 0.50377
H 4.58857 5.00515 2.49183
H 3.09631 4.84678 4.46003
H 1.19364 3.27811 4.47176
H -1.71055 0.98528 3.51865
H -3.19173 0.38542 2.71273
H -2.40379 1.85649 2.12300
H -0.60062 -0.89988 4.34960
H 0.93881 -0.76437 3.47685
H 0.37683 -2.32937 4.05299
H -2.58686 -1.98116 3.32060
H -1.76553 -3.46477 2.87134
H -2.57963 -2.50352 1.62630
H 1.22918 -1.98985 1.32267
H -0.17527 -2.47087 0.32910
H 0.36384 -3.47456 1.68461
H 0.18957 2.97597 -2.11739
H -0.87077 1.78620 -2.89871
H 0.21306 2.76689 -3.86492
H 2.71963 2.43095 -1.83670
H 2.68956 2.52552 -3.59172
H 3.41530 1.12333 -2.80450
H 0.20304 -0.36918 -3.97687
H 1.97841 -0.46451 -4.06093
H 1.11482 0.78724 -4.93895
N -1.81716 2.71687 -0.09108
C -1.79677 1.70087 -0.63684
S -2.85130 -0.39369 -2.90728
C -3.11905 -2.04411 -2.56188
N -3.85821 -2.83625 -3.36543
C -4.13726 -4.11804 -3.03730
C -3.64672 -4.62836 -1.86695
C -2.84260 -3.78898 -1.09528
N -2.58436 -2.53061 -1.44143
H -4.22332 -2.44848 -4.23288
H -4.74281 -4.69296 -3.72631
H -3.86391 -5.64023 -1.55932
H -2.39620 -4.14272 -0.17347
*
```

Values for strongest force on any atom, eV/Å, ordered as above
1.2 2.5 1.3 3.2
Values for E, eV, ordered as above
-46168.536 -36963.011 -10531.958 -64685.135